Record 1
Entry from the Open Molecules 2025 dataset: C42H36Br2CdIN5O3P as an isolated structure in a non-equilibrium geometry (the ωB97M-V functional and the def2-TZVPD basis).

Calculated values
Total charge: +1
LUMO level: -2.36 eV
Energy: -8076.24978 a.u.
Kohn-Sham gap: 8.36 eV

Atoms and positions in Å:
Cd (-0.163, -0.091, 0.440)
O (0.370, -4.221, 0.418)
C (0.426, -3.013, 0.629)
N (-0.481, -2.120, 0.255)
C (-1.648, -2.649, -0.394)
C (-2.780, -1.675, -0.429)
C (-4.035, -2.112, -0.854)
C (-5.093, -1.229, -0.877)
C (-4.871, 0.074, -0.449)
C (-3.600, 0.424, -0.040)
N (-2.568, -0.418, -0.042)
C (1.541, -2.449, 1.471)
C (2.361, -3.361, 2.129)
C (3.301, -2.898, 3.028)
C (3.405, -1.526, 3.211)
C (2.577, -0.689, 2.484)
N (1.651, -1.129, 1.637)
H (-1.968, -3.562, 0.130)
H (-1.395, -2.947, -1.422)
H (-4.158, -3.141, -1.154)
H (-6.069, -1.546, -1.210)
H (-5.671, 0.795, -0.435)
H (-3.395, 1.423, 0.316)
H (2.212, -4.411, 1.926)
H (3.930, -3.586, 3.574)
H (4.111, -1.118, 3.917)
H (2.653, 0.384, 2.586)
Br (2.696, 0.541, -1.369)
C (1.702, 1.134, -2.905)
Br (-0.202, 0.840, -2.656)
H (2.037, 0.564, -3.767)
H (1.862, 2.201, -3.040)
I (-1.056, 1.062, 3.268)
C (-1.113, 3.144, 3.891)
C (-1.658, 3.274, 5.146)
C (-1.762, 4.520, 5.770)
C (-1.307, 5.624, 5.114)
C (-0.750, 5.524, 3.821)
C (-0.306, 6.715, 3.213)
C (0.245, 6.701, 1.966)
C (0.349, 5.485, 1.298)
C (-0.072, 4.284, 1.837)
P (0.242, 2.917, 0.598)
C (2.050, 3.239, 0.473)
C (2.729, 2.805, 1.615)
C (4.107, 2.837, 1.680)
C (4.839, 3.311, 0.603)
C (4.179, 3.784, -0.514)
C (2.797, 3.747, -0.583)
C (-0.722, 3.683, -0.769)
C (-0.294, 4.189, -1.988)
C (-1.206, 4.594, -2.947)
C (-2.563, 4.477, -2.716)
C (-3.009, 4.001, -1.493)
C (-2.095, 3.620, -0.532)
C (-0.637, 4.254, 3.145)
H (-2.013, 2.401, 5.672)
H (-2.191, 4.585, 6.757)
H (-1.360, 6.599, 5.576)
H (-0.413, 7.640, 3.759)
H (0.594, 7.607, 1.496)
H (0.782, 5.497, 0.308)
H (2.146, 2.461, 2.465)
H (4.616, 2.479, 2.563)
H (5.916, 3.326, 0.643)
H (4.742, 4.170, -1.350)
H (2.334, 4.138, -1.472)
H (0.748, 4.305, -2.220)
H (-0.851, 4.995, -3.884)
H (-3.270, 4.757, -3.481)
H (-4.068, 3.922, -1.298)
H (-2.432, 3.276, 0.440)
O (4.043, -2.429, -0.326)
C (4.384, -3.282, -1.391)
N (4.742, -2.546, -2.571)
C (3.974, -2.085, -3.588)
O (4.458, -1.395, -4.465)
C (2.517, -2.393, -3.627)
C (1.942, -2.567, -4.887)
C (0.567, -2.644, -4.999)
C (-0.187, -2.493, -3.845)
N (0.346, -2.333, -2.644)
C (1.662, -2.324, -2.528)
H (4.758, -1.794, -0.198)
H (3.509, -3.911, -1.568)
H (5.236, -3.920, -1.117)
H (5.699, -2.222, -2.621)
H (2.583, -2.627, -5.755)
H (0.096, -2.793, -5.959)
H (-1.268, -2.485, -3.881)
H (2.033, -2.224, -1.518)

Atomic partial charges in e from the Mulliken method, atoms 1 to 4:
1 Cd 1.324
2 O -0.784
3 C 0.062
4 N 0.018

Record 2
Entry from the Open Molecules 2025 dataset: a 2-piece molecular cluster, C4H13N2O2 overall in a non-equilibrium geometry (the ωB97M-V functional and the def2-TZVPD basis).

Calculated values
LUMO level (alpha / beta): 0.84 / 0.53 eV
Energy: -420.07205 a.u.
Kohn-Sham gap (alpha / beta): 3.97 / 11.00 eV
Expectation value of S²: 0.75
Spin multiplicity: 2

Atoms and positions in Å:
C (-2.022, -2.238, 0.851)
O (-1.914, -3.675, 0.891)
C (-0.736, -1.827, 0.163)
N (-0.464, -0.373, 0.104)
H (-1.991, -1.762, 1.879)
H (-2.932, -1.966, 0.253)
H (-2.568, -4.015, 1.504)
H (0.108, -2.227, 0.744)
H (-0.635, -2.238, -0.846)
H (-0.721, 0.162, 0.921)
H (-0.998, 0.059, -0.649)
H (0.490, -0.078, -0.108)
C (1.325, 3.210, -0.324)
C (1.364, 2.037, -1.207)
N (1.901, 0.877, -0.575)
O (0.936, 1.966, -2.336)
H (2.283, 3.363, 0.214)
H (0.589, 3.100, 0.498)
H (1.054, 4.138, -0.840)
H (2.400, 0.369, -1.302)
H (2.530, 1.119, 0.166)

Atomic partial charges in e from the Mulliken method, atoms 1 to 4:
1 C -0.372
2 O -0.476
3 C -1.119
4 N -1.123

Record 3
Entry from the Open Molecules 2025 dataset: a 2-piece molecular cluster, C2H5IN overall in a non-equilibrium geometry (the ωB97M-V functional and the def2-TZVPD basis).

Calculated values
Total charge: +1
LUMO level (alpha / beta): -5.65 / -6.13 eV
Energy: -431.18403 a.u.
Kohn-Sham gap (alpha / beta): 8.54 / 8.15 eV

Atoms and positions in Å:
C (-0.577, 0.453, 0.634)
C (0.501, 0.300, -0.371)
N (-0.349, -0.835, 0.005)
I (2.662, 0.066, -0.011)
H (-0.291, 0.534, 1.735)
H (-1.321, 1.072, 0.250)
H (0.092, 1.292, -2.090)
H (0.271, -1.516, 0.473)
H (-0.989, -1.366, -0.624)

Atomic partial charges in e from the Mulliken method, atoms 1 to 4:
1 C -0.152
2 C -0.402
3 N -0.198
4 I 0.272

Record 4
Entry from the Open Molecules 2025 dataset: an isolated ion of composition C2H4N3O and charge +1 in a non-equilibrium geometry (the ωB97M-V functional and the def2-TZVPD basis).

Calculated values
Total charge: +1
SMILES string: C[n+]1ncno1
LUMO level: -6.53 eV
Energy: -317.70951 a.u.
Kohn-Sham gap: 11.04 eV

Atoms and positions in Å:
C (-1.711, 1.772, -0.534)
C (0.679, -0.602, 0.317)
N (-1.096, 0.593, -0.771)
N (-1.198, 2.335, 0.529)
N (-0.238, 0.440, 0.112)
O (-0.282, 1.570, 0.982)
H (-2.504, 2.178, -1.132)
H (1.631, -0.374, -0.177)
H (0.875, -0.718, 1.386)
H (0.284, -1.526, -0.111)

Atomic partial charges in e from the Mulliken method, atoms 1 to 4:
1 C 0.058
2 C -0.602
3 N -0.433
4 N -0.057

Record 5
Entry from the Open Molecules 2025 dataset: a 5-piece molecular cluster, C6H17Cl8NO2P overall in a non-equilibrium geometry (the ωB97M-V functional and the def2-TZVPD basis).

Calculated values
Total charge: -1
LUMO level: 2.24 eV
Energy: -4466.89443 a.u.
Kohn-Sham gap: 6.12 eV

Atoms and positions in Å:
N (0.800, -2.175, 0.896)
P (-0.736, -2.785, 0.114)
O (-1.619, -1.612, 1.138)
C (-2.877, -1.484, 0.507)
C (-3.312, -2.983, 0.323)
O (-2.240, -3.542, -0.432)
H (0.865, -1.208, 0.562)
H (0.518, -2.051, 1.865)
H (-0.719, -3.850, 1.092)
H (-0.022, -3.526, -0.916)
H (-0.769, -1.715, -0.861)
H (-2.820, -1.109, -0.539)
H (-3.572, -0.834, 1.068)
H (-3.186, -3.420, 1.340)
H (-4.327, -3.126, -0.079)
C (1.750, -0.362, -2.064)
Cl (1.050, 0.565, -0.733)
Cl (0.726, -0.298, -3.506)
H (2.721, 0.049, -2.310)
H (1.850, -1.398, -1.748)
C (0.584, 1.791, 2.849)
Cl (-0.124, 2.669, 4.216)
Cl (-0.431, 1.899, 1.412)
H (1.556, 2.219, 2.626)
H (0.692, 0.745, 3.122)
C (6.022, 1.144, -1.888)
Cl (4.552, 1.309, -0.924)
Cl (5.685, 0.418, -3.465)
H (6.454, 2.128, -2.041)
H (6.722, 0.510, -1.354)
C (-3.195, 4.530, -0.126)
Cl (-2.151, 3.274, -0.795)
Cl (-3.754, 4.118, 1.500)
H (-2.636, 5.460, -0.078)
H (-4.058, 4.649, -0.773)

Atomic partial charges in e from the Mulliken method, atoms 1 to 4:
1 N -0.920
2 P 0.497
3 O -0.397
4 C -0.510